[1]
Below is a 5-piece molecular cluster, C25H55I2NO6 overall, with properties calculated with ωB97M-V/def2-TZVPD.

Values from the calculation:
- orbital gap (eV) = 8.57
- spin multiplicity = 1
- DFT total energy (hartree) = -2087.03972
- SMILES = CCCCCCCCCCCCCOC(=O)N/C(I)=C(/C)I.CCO.CCO.CCO.CCO

Cartesian coordinates (Å):
I 2.011 2.554 -1.281
I 2.775 2.283 3.679
O -0.248 0.988 1.481
O 3.572 -1.574 -0.377
O -5.739 3.109 1.212
O 7.766 3.927 -2.915
O -0.123 5.031 -3.788
O 0.877 -0.729 2.462
N 2.046 0.633 1.005
C 5.720 -2.522 -1.027
C -5.285 -0.154 0.815
C -3.831 -1.523 -0.812
C 1.287 -5.489 1.196
C -4.884 4.089 1.800
C -1.865 3.994 -2.425
C 2.552 2.923 1.683
C -5.508 -0.910 2.138
C -2.400 -3.542 -1.503
C 1.718 -4.030 1.003
C 6.436 3.415 -2.893
C 2.242 2.008 0.761
C 6.069 2.850 -1.533
C -1.467 4.552 -3.780
C 0.448 -1.937 1.792
C 0.044 -5.944 0.407
C -3.880 -0.394 0.237
C 1.338 -3.101 2.179
C -2.907 -2.664 -0.360
C -1.071 -4.899 0.231
C 4.686 -1.434 -1.257
C -1.104 -4.292 -1.166
C 0.777 0.350 1.649
C 2.777 4.382 1.497
C -5.607 4.905 2.855
H -1.226 3.151 -2.150
H 0.324 -6.354 -0.555
H -3.238 -0.655 1.071
H -6.477 3.568 0.801
H 5.042 2.482 -1.526
H -2.029 -5.385 0.398
H -2.095 5.402 -4.041
H -3.433 -3.271 0.367
H -2.901 3.652 -2.430
H -1.750 4.754 -1.653
H 6.559 -2.418 -1.716
H -4.051 3.545 2.241
H -3.475 0.525 -0.169
H -1.586 3.791 -4.558
H -0.947 -5.070 -1.903
H -6.037 -0.485 0.109
H 5.782 4.246 -3.149
H 2.061 0.122 0.129
H 3.749 4.628 1.910
H 1.354 -3.610 0.075
H 2.045 4.933 2.080
H -0.579 -2.129 2.085
H 2.798 -4.010 0.943
H -4.768 -1.689 2.289
H 5.272 -3.506 -1.167
H 2.252 -2.660 2.568
H -3.154 -4.306 -1.704
H 6.171 3.617 -0.763
H -0.980 -4.151 1.010
H -4.823 -1.945 -0.924
H -3.499 -1.130 -1.766
H 5.135 -0.444 -1.120
H -4.939 5.637 3.311
H 1.131 -5.687 2.250
H 0.487 -1.803 0.714
H 6.105 -2.478 -0.005
H -0.386 -6.770 0.967
H -0.285 -3.578 -1.264
H -4.488 4.742 1.016
H 2.102 -6.132 0.880
H 6.329 2.647 -3.667
H 6.735 2.026 -1.264
H 8.363 3.204 -2.704
H -5.999 4.253 3.637
H -5.431 0.904 0.993
H 0.455 4.293 -3.575
H -5.447 -0.242 2.988
H -6.455 5.438 2.418
H -2.283 -2.962 -2.412
H 4.291 -1.491 -2.270
H 2.718 4.690 0.465
H -6.493 -1.365 2.137
H 3.900 -1.509 0.525
H 0.912 -3.661 3.002
H -2.041 -2.209 0.111

***

[2]
Below is a 5-piece molecular cluster, C25H56FN3O11S3 overall, with properties calculated with ωB97M-V/def2-TZVPD.

Values from the calculation:
- orbital gap (eV) = 8.51
- spin multiplicity = 1
- DFT total energy (hartree) = -3272.08590
- SMILES = O=S(=O)(F)N(S)CCCCCCCSc1nnco1.COCCOC.COCCOC.COCCOC.COCCOC

Cartesian coordinates (Å):
S 1.962 -3.927 -2.019
S -0.644 -0.131 0.503
S 0.573 0.021 3.070
F 1.581 1.343 2.796
O -0.491 -2.429 7.393
O -2.276 1.723 -6.828
O 2.549 3.001 7.234
O 0.360 -0.038 4.563
O 1.274 2.305 -7.454
O 2.225 -3.179 8.258
O 1.347 -1.201 2.686
O 1.462 5.422 5.954
O 1.835 -1.440 -3.479
O 2.965 3.137 -9.720
O -4.363 -0.346 -6.570
N -0.921 0.185 2.191
N -0.218 -2.465 -3.298
N -0.468 -1.342 -4.018
C -4.314 -0.493 -7.982
C 3.321 4.141 6.869
C 3.301 4.299 -8.975
C 0.825 -0.731 -4.139
C 1.149 -2.572 -2.958
C 2.101 2.265 6.102
C -3.071 -0.419 -5.968
C -2.869 -2.663 1.184
C -0.324 -1.210 8.106
C 0.994 -4.246 -0.458
C -3.309 2.658 -7.106
C 1.569 -3.705 7.107
C -0.556 -4.534 -0.724
C -2.530 0.968 -5.646
C 1.826 1.415 -8.421
C 2.497 5.421 6.934
C 0.197 5.074 6.501
C -1.936 -0.726 2.836
C 1.649 -3.644 9.471
C 0.244 3.125 -7.996
C -3.092 -1.249 1.885
C -1.354 -4.794 0.658
C -1.521 -3.430 1.524
C 0.597 -2.693 6.512
C 3.147 1.940 -8.969
H 2.925 1.668 5.700
H -1.554 -3.770 2.614
H 1.700 2.915 5.321
H 2.000 -3.003 10.281
H -2.376 -0.975 -6.605
H 1.308 1.591 6.430
H 4.389 4.408 -8.929
H 2.347 -3.920 6.368
H -3.511 0.100 -8.428
H -0.554 -0.364 7.451
H -0.692 -5.499 1.278
H 1.168 -3.324 0.208
H -1.028 -1.207 8.942
H 4.140 4.215 7.594
H -3.195 2.992 -8.140
H 0.501 -0.891 0.310
H -1.092 -3.679 -1.251
H -0.471 4.822 5.676
H 0.518 3.539 -8.970
H 1.111 1.226 -9.229
H -3.733 -3.358 1.496
H 0.558 -3.607 9.447
H 2.011 0.465 -7.909
H 0.168 -3.118 5.596
H -3.205 1.510 -4.976
H 3.562 1.193 -9.657
H 1.110 -1.767 6.237
H -0.643 -5.445 -1.418
H -2.979 -2.566 0.042
H 3.768 4.008 5.878
H -5.266 -0.152 -8.392
H 2.890 4.270 -7.963
H 2.085 5.573 7.937
H 0.905 0.227 -4.733
H -3.212 3.524 -6.444
H 1.062 -4.647 7.344
H -1.387 -1.536 3.427
H 1.418 -5.132 0.115
H -4.032 -1.347 2.543
H -3.186 -0.975 -5.034
H 3.876 2.091 -8.166
H 3.150 6.270 6.708
H -2.365 -5.280 0.475
H 2.885 5.166 -9.493
H 1.977 -4.670 9.667
H -0.561 -2.843 1.377
H -2.452 -0.085 3.643
H 0.263 4.212 7.169
H -4.303 2.217 -6.992
H -0.676 2.545 -8.090
H -0.219 5.928 7.043
H -3.399 -0.506 1.062
H 0.688 -1.103 8.504
H -1.570 0.856 -5.130
H 0.068 3.952 -7.306
H -4.177 -1.548 -8.239

***

[3]
Below is C25H56LiN4O9P as an isolated structure, with properties calculated with ωB97M-V/def2-TZVPD.

Values from the calculation:
- orbital gap (alpha / beta) (eV) = 8.52 / 3.89
- spin multiplicity = 2
- ⟨S²⟩ = 0.76
- charge = +1
- DFT total energy (hartree) = -2230.55896

Cartesian coordinates (Å):
P 1.972 -3.950 -2.116
O -0.103 5.095 1.919
O -3.896 2.691 -0.377
O -2.045 3.619 -0.845
O 1.201 3.994 3.054
O 0.804 6.075 -1.330
O -0.365 7.211 -2.609
O -1.076 6.588 -0.697
O 1.079 3.780 0.937
O -2.127 2.139 0.770
N -2.679 2.809 -0.107
N 0.729 4.274 1.977
N -0.233 6.658 -1.559
N -3.454 4.055 4.340
C 5.886 -3.974 -3.537
C -2.516 3.352 6.554
C -0.616 -4.505 -3.157
C 3.597 -6.970 0.279
C 1.293 -1.255 -1.667
C -4.383 2.914 3.849
C -1.835 2.609 5.458
C -1.989 3.506 4.203
C -2.991 -4.815 -4.250
C -3.721 5.117 1.989
C 3.634 -3.306 -2.572
C 2.168 -5.567 -1.265
C -5.046 7.498 1.443
C -3.526 5.343 3.512
C -3.783 6.567 1.273
C -3.578 4.329 5.885
C 4.371 -4.167 -3.609
C 0.572 1.261 -1.226
C -1.515 -4.660 -4.346
C 1.352 -2.670 -1.006
C 3.356 -5.509 -0.318
C 6.222 -2.685 -4.178
C 4.975 -7.121 0.927
C 0.820 -4.121 -3.596
C 0.861 -0.197 -0.614
Li -0.451 4.675 -0.113
H 3.547 -7.829 -0.390
H -4.495 5.663 3.894
H 4.235 -3.061 -1.697
H -1.357 -3.840 -5.046
H 2.892 -7.044 1.107
H -3.003 2.748 7.319
H -3.185 -5.839 -3.930
H -4.339 2.195 4.667
H 5.673 -2.637 -5.118
H 1.679 -0.183 0.107
H 5.742 -7.275 0.168
H 5.068 -7.980 1.592
H -1.293 4.346 4.195
H -5.888 7.126 0.858
H -0.450 -5.501 -2.747
H -4.010 2.359 2.988
H -1.920 2.983 3.249
H -3.536 -4.042 -3.709
H 0.862 -3.185 -4.153
H -5.342 7.503 2.492
H 4.256 -5.089 -0.769
H 1.980 -2.596 -0.119
H -2.898 7.135 1.562
H 5.892 -1.823 -3.599
H -2.863 4.561 1.611
H -3.440 -4.646 -5.228
H 0.566 -1.334 -2.475
H 2.251 -6.319 -2.050
H -4.596 4.095 6.197
H -3.524 6.453 0.220
H 2.284 -1.069 -2.079
H -2.824 6.099 3.865
H -1.790 3.972 7.081
H 3.268 -4.752 0.461
H 5.152 -6.194 1.473
H -4.884 8.529 1.127
H -3.341 5.365 6.127
H 3.858 -3.960 -4.548
H -4.603 4.568 1.660
H -2.358 1.677 5.248
H 0.023 -0.627 -0.064
H -0.833 2.381 5.822
H 1.559 1.643 -1.485
H 0.313 2.002 -0.469
H -0.195 1.288 -2.000
H 1.220 -4.848 -4.302
H -5.359 3.389 3.753
H 7.303 -2.573 -4.259
H 3.428 -2.362 -3.076
H 0.338 -3.013 -0.801
H -1.067 -5.461 -4.934
H 1.194 -5.666 -0.786
H 6.404 -4.780 -4.058
H 4.285 -5.199 -3.269
H -1.116 -3.878 -2.419
H 6.279 -4.164 -2.538

***

Question: The highest spin multiplicity belongs to which entry?
Answer: C25H56LiN4O9P